[1]
A molecular structure, C33H43AsN4PdS4Sb. Source: OMol25; level of theory: ωB97M-V with the def2-TZVPD basis set.

```
! RIJCOSX wB97M-V def2-TZVPD def2/J DEFGRID3
* xyz -2 2
Pd -0.2699 0.0483 0.3444
S -3.8922 -2.1427 -0.7578
Sb -2.3263 -1.5973 0.9180
S -2.7244 -2.7520 2.9186
S -2.4532 0.7624 1.2704
C 1.2756 5.6398 -2.5530
C 0.0151 5.1612 -1.8422
C 0.3244 4.1656 -0.7277
C -0.8921 3.3595 -0.2937
N -1.4186 2.4574 -1.3156
C -0.8478 1.2193 -1.6037
S 0.8352 0.9854 -1.8209
N -1.7563 0.3966 -2.2504
C -1.3410 -0.8089 -2.9433
C -1.0435 -0.5610 -4.4186
C -2.2071 0.0710 -5.1727
C -1.9417 0.1775 -6.6695
H 1.0626 6.4086 -3.3007
H 1.7639 4.8037 -3.0577
H 1.9948 6.0558 -1.8413
H -0.6480 4.6709 -2.5601
H -0.5309 6.0210 -1.4364
H 0.7165 4.6879 0.1530
H 1.1002 3.4787 -1.0647
H -1.7117 4.0579 -0.0918
H -0.7067 2.8212 0.6399
H -2.4069 2.3071 -1.1489
H -2.6357 0.2904 -1.7479
H -2.1556 -1.5280 -2.8242
H -0.4542 -1.2243 -2.4596
H -0.7956 -1.5251 -4.8827
H -0.1582 0.0772 -4.5010
H -2.3946 1.0624 -4.7555
H -3.1133 -0.5182 -4.9964
H -1.0267 0.7450 -6.8611
H -2.7577 0.6784 -7.1966
H -1.8130 -0.8107 -7.1202
C 5.5676 3.3186 4.1997
C 4.5512 4.1626 3.7701
C 3.4406 3.6377 3.1250
C 3.3040 2.2653 2.9170
C 4.3286 1.4318 3.3522
C 5.4512 1.9529 3.9874
As 1.7532 1.6853 1.7941
C 0.4700 1.6737 3.2579
C -0.1430 2.7661 3.8426
C -1.1119 2.5615 4.8197
C -1.4866 1.2697 5.1657
C -0.8753 0.1712 4.5776
C 0.1275 0.3741 3.6399
C 0.9275 -0.6885 2.9936
C 0.8790 -2.0432 3.3234
C 1.8326 -2.9026 2.8066
C 2.8348 -2.4341 1.9590
C 2.8494 -1.1042 1.5757
C 1.8922 -0.2358 2.0842
H 6.4446 3.7240 4.6908
H 4.6298 5.2325 3.9264
H 2.6663 4.3139 2.7746
H 4.2452 0.3608 3.2099
H 6.2376 1.2836 4.3176
H 0.1065 3.7749 3.5307
H -1.5958 3.4122 5.2857
H -2.2836 1.1150 5.8830
H -1.2177 -0.8316 4.8007
H 0.0774 -2.4199 3.9453
H 1.7929 -3.9551 3.0626
H 3.5744 -3.1185 1.5612
H 3.5878 -0.7501 0.8658
N 0.9939 -2.3247 -0.5831
C 0.2018 -3.1340 -0.8238
N -0.6911 -4.0754 -1.0751
C -0.9790 -5.0473 -0.0115
C -2.3958 -5.5714 -0.1669
C -2.6238 -6.1027 -1.5789
C -2.3402 -4.9974 -2.5940
C -0.9074 -4.5062 -2.4491
H -0.8658 -4.5426 0.9495
H -0.2458 -5.8692 -0.0678
H -3.0798 -4.7414 0.0313
H -2.5707 -6.3469 0.5831
H -3.6481 -6.4666 -1.6880
H -1.9525 -6.9531 -1.7723
H -3.0080 -4.1534 -2.3973
H -2.5020 -5.3450 -3.6195
H -0.7106 -3.6575 -3.1037
H -0.1984 -5.3110 -2.7071
*
```

The value obtained for the gap between HOMO and LUMO (alpha / beta) is 4.5 / 5.5 eV. As for the LUMO energy (alpha / beta): 0.1561 / 0.1560 Ha. As for the total energy: -5699.07640 hartree.

=====

[2]
A molecular structure, C33H43Cl2N2OOsP3S in a non-equilibrium geometry. Source: OMol25; level of theory: ωB97M-V with the def2-TZVPD basis set.

```
! RIJCOSX wB97M-V def2-TZVPD def2/J DEFGRID3
* xyz 2 5
P 1.6939 -0.8271 -1.3271
C 1.7127 -1.1154 -3.1196
C 2.6715 -0.4974 -3.9220
H 3.3621 0.2173 -3.4979
C 2.7346 -0.7857 -5.2761
H 3.4759 -0.2966 -5.8925
C 1.8493 -1.6940 -5.8377
H 1.8990 -1.9160 -6.8948
C 0.9028 -2.3208 -5.0398
H 0.2117 -3.0309 -5.4715
C 0.8341 -2.0400 -3.6849
H 0.0931 -2.5453 -3.0828
C 2.7206 0.6396 -1.0351
C 2.2521 1.8660 -1.5085
H 1.3337 1.9108 -2.0758
C 2.9686 3.0249 -1.2602
H 2.6031 3.9715 -1.6336
C 4.1590 2.9674 -0.5465
H 4.7231 3.8717 -0.3627
C 4.6305 1.7472 -0.0828
H 5.5639 1.6980 0.4613
C 3.9149 0.5833 -0.3223
H 4.2728 -0.3598 0.0589
C 2.5309 -2.2773 -0.6268
C 3.5942 -2.8770 -1.2991
H 3.9712 -2.4540 -2.2202
C 4.1707 -4.0279 -0.7869
H 4.9986 -4.4895 -1.3066
C 3.6800 -4.5947 0.3826
H 4.1278 -5.4978 0.7736
C 2.6051 -4.0115 1.0382
H 2.2081 -4.4615 1.9378
C 2.0304 -2.8547 0.5341
H 1.1788 -2.4060 1.0233
Os -2.5077 0.2820 0.5985
C -1.7060 1.1802 2.1832
C -0.3543 1.2825 2.3065
H -2.3592 1.6071 2.9404
C 0.4367 0.7242 1.1669
O 1.5257 -0.1235 1.5864
H 1.9340 -0.4670 0.7811
C -0.5222 0.0354 0.2031
H 0.9441 1.5260 0.6231
C 0.0108 -0.6354 -0.8574
Cl -4.7231 0.8777 1.4746
Cl -3.1314 -0.9127 -1.4702
P -2.6539 2.2832 -0.6676
C -4.3539 2.6997 -1.1723
H -4.8969 3.0614 -0.3052
H -4.8424 1.7982 -1.5282
H -4.3521 3.4567 -1.9539
C -2.0818 3.7794 0.2148
H -1.0269 3.6730 0.4568
H -2.6445 3.8605 1.1408
H -2.2273 4.6804 -0.3773
C -1.7191 2.3167 -2.2362
H -1.7940 1.3387 -2.7041
H -0.6724 2.5196 -2.0295
H -2.1056 3.0752 -2.9136
P 0.4775 2.0966 3.6095
C -0.6740 3.0922 4.5847
C 1.7721 3.1907 2.9639
H -1.4261 2.4551 5.0404
H -1.1689 3.8194 3.9482
H -0.1323 3.6108 5.3716
H 2.5266 2.5943 2.4580
H 2.2409 3.7475 3.7712
H 1.3390 3.8858 2.2503
C 1.3154 0.9804 4.7728
H 0.6082 0.2360 5.1285
H 1.7131 1.5320 5.6219
H 2.1252 0.4792 4.2518
H -0.6723 -1.0277 -1.5954
C -5.7264 -2.0021 2.0530
N -4.8600 -2.7846 1.1805
C -5.3208 -3.7380 0.3446
C -4.2465 -4.3217 -0.2851
N -3.1198 -3.7232 0.1456
C -3.5079 -2.7796 1.0292
S -2.4292 -1.8467 1.8522
H -5.1375 -1.3629 2.7350
H -6.4192 -1.3853 1.4359
H -6.3426 -2.6791 2.6825
H -6.3643 -4.0041 0.2211
H -4.2839 -5.1393 -0.9940
H -2.1422 -3.9618 -0.1343
*
```

The value obtained for the gap between HOMO and LUMO (alpha / beta) is 4.4 / 5.2 eV. As for the LUMO energy (alpha / beta): -0.1832 / -0.2884 Ha. As for the total energy: -3900.79494 hartree.

=====

Q: Which value of total energy does entry 1 give?
A: -5699.07640 hartree

=====

Q: What is the total energy in the first record?
A: -5699.07640 hartree

=====

Q: The lowest total energy belongs to which entry?
A: C33H43AsN4PdS4Sb